(1)
Molecular formula: C45H68ClNO10
Method: DFT, wB97M-V/def2-TZVPD

Each line ends with the Mulliken charge.
Geometry (Å):
C  2.26599  7.83245  0.28715  -0.58
O  0.84846  8.28716  0.14835  -0.40
C  0.06656  7.06643  0.43079  -0.29
C  -1.54874  7.39467  0.50062  -0.47
C  -2.47726  6.10627  0.94371  -0.01
C  -2.06057  4.86274  -0.08044  -0.78
C  -1.10281  3.84486  0.78273  -0.17
C  -1.73410  2.30660  0.60356  -0.77
C  -0.69462  1.18794  1.21533  -0.27
C  -0.24554  0.21392  -0.02430  -0.70
C  -0.17860  -1.39070  0.35287  0.63
C  -1.61086  -2.22341  0.25187  -0.80
C  -1.62373  -3.83707  0.56274  0.27
C  -0.18230  -4.57477  0.98181  0.19
C  1.25544  -3.77059  1.11136  0.55
C  2.63110  -4.57382  1.50185  -0.79
C  3.01641  -4.56182  3.09491  0.37
C  1.89467  -3.88310  4.07899  -0.77
Cl  3.36054  -6.36135  3.55913  -0.24
C  1.22448  -2.13215  0.78898  0.03
C  2.68089  -1.35839  0.94162  0.11
C  2.85661  -0.26692  2.18697  -0.10
C  4.34990  0.45026  2.33770  -0.52
C  5.49118  -0.00251  1.25268  -0.21
N  5.35009  -0.96308  0.10609  -0.50
C  3.99462  -1.60099  -0.00707  -0.27
C  -0.30626  -6.22556  1.22248  0.44
O  0.37040  -6.88992  2.17124  -0.52
C  -1.39660  -6.97381  0.19770  0.13
O  -1.09567  -8.32034  -0.39317  -0.38
C  -0.39754  -7.96960  -1.67405  -0.52
C  1.21052  -8.34695  -1.65194  0.45
C  1.94316  -7.28335  -2.70845  -0.94
O  1.79333  -8.11283  -0.32184  -0.50
C  -2.70609  -6.30798  -0.18583  -0.42
C  -2.99753  -4.78420  0.44060  0.12
O  -4.21093  -4.37900  0.84528  -0.55
H  2.85817  8.30976  -0.60799  0.24
H  2.61148  8.18565  1.34800  0.22
H  2.38970  6.66896  0.22992  0.28
H  0.49035  6.58308  1.42640  0.26
H  0.34388  6.29242  -0.43457  0.22
H  -1.87582  7.71551  -0.59120  0.00
H  -1.69653  8.23935  1.30171  0.37
H  -3.64211  6.29143  0.79554  0.36
H  -2.33786  5.83573  2.08046  -0.18
H  -1.48412  5.26339  -1.03266  0.31
H  -3.01097  4.29239  -0.50478  0.41
H  0.02868  3.85979  0.41816  0.30
H  -1.07734  4.06079  1.93421  0.11
H  -2.77501  2.23329  1.13680  0.18
H  -1.92288  2.19757  -0.56317  0.37
H  0.27900  1.78798  1.54284  0.18
H  -1.08407  0.62609  2.16732  0.41
H  -0.95682  0.28738  -0.97924  0.34
H  0.83458  0.50864  -0.43796  0.26
H  -2.64123  -1.72025  -0.05877  0.24
H  2.46571  -5.70570  1.16147  0.00
H  3.58238  -4.20717  0.90343  0.29
H  4.03801  -3.97078  3.19265  0.17
H  1.86718  -2.73534  3.83601  0.07
H  2.24291  -3.96639  5.21785  0.31
H  0.85131  -4.40698  3.98919  0.27
H  2.01258  0.01891  2.94558  0.37
H  4.59324  1.23469  3.20165  0.28
H  6.56707  0.49600  1.39590  0.30
H  3.85135  -2.38418  -0.89742  0.30
H  -0.96094  -8.40992  -2.62196  0.28
H  -0.44113  -6.78484  -1.81366  0.12
H  1.37143  -9.46115  -2.03338  0.21
H  1.08020  -6.91335  -3.43985  0.27
H  2.84785  -7.76168  -3.27664  0.33
H  2.34347  -6.31026  -2.16239  0.16
H  2.76071  -7.85760  -0.36287  0.28
H  -3.46895  -6.82060  -0.93104  0.32
C  6.58478  -2.06580  5.35597  -1.01
C  5.32098  -2.56350  6.00490  0.84
C  5.41654  -3.05241  7.42536  -1.20
O  4.25136  -2.57037  5.39782  -0.48
H  6.36491  -1.74502  4.33217  0.18
H  6.97718  -1.21160  5.91348  0.37
H  7.32491  -2.86902  5.31947  0.33
H  5.75691  -2.24226  8.07512  0.35
H  6.10464  -3.89967  7.48111  0.35
H  4.42800  -3.38101  7.76336  0.29
C  -0.74830  -1.63329  -4.97236  -1.12
C  -0.11241  -1.56138  -3.60983  0.81
C  0.19470  -2.86252  -2.91802  -0.53
O  0.14633  -0.48100  -3.08211  -0.60
H  -0.91237  -0.61853  -5.35019  0.27
H  -0.08668  -2.16122  -5.66373  0.33
H  -1.71325  -2.14192  -4.90567  0.32
H  0.89829  -3.44528  -3.51780  0.48
H  -0.72829  -3.42598  -2.75973  0.23
H  0.65105  -2.65676  -1.94393  -0.14
C  -4.12155  5.41571  4.63032  -1.01
C  -3.01604  4.39547  4.68473  0.80
C  -2.61933  3.87399  6.03993  -1.19
O  -2.45835  4.00299  3.66120  -0.49
H  -4.30080  5.70122  3.58832  0.19
H  -5.04102  4.98937  5.03928  0.38
H  -3.83243  6.30719  5.19243  0.33
H  -3.47181  3.37899  6.51178  0.35
H  -2.26322  4.69681  6.66492  0.34
H  -1.80997  3.14508  5.92565  0.29
C  -3.36548  10.51976  -2.41845  -1.02
C  -3.75560  9.15489  -2.91941  0.82
C  -4.77874  9.08666  -4.02140  -1.14
O  -3.25746  8.13466  -2.44650  -0.53
H  -2.61905  10.41495  -1.62392  0.22
H  -2.92970  11.10390  -3.23290  0.33
H  -4.24140  11.03011  -2.01029  0.32
H  -4.40603  9.60694  -4.90728  0.32
H  -5.71773  9.53315  -3.68467  0.33
H  -4.96247  8.03883  -4.28168  0.29
C  -1.54146  -3.51442  -9.32644  -1.07
C  -2.39897  -2.92744  -8.23734  0.73
C  -3.80107  -2.51918  -8.60244  -1.09
O  -1.97045  -2.78685  -7.09310  -0.47
H  -0.55593  -3.76250  -8.91826  0.27
H  -2.00163  -4.42873  -9.70950  0.33
H  -1.41344  -2.78655  -10.13149  0.33
H  -4.36197  -3.38906  -8.95327  0.33
H  -3.77378  -1.74689  -9.37526  0.33
H  -4.30252  -2.11221  -7.71792  0.28

Atomic forces in eV per Å
C 0.08 0.66 -0.13
O 0.95 -2.79 0.56
C -0.43 -0.81 -0.03
C 0.17 -0.13 0.03
C 0.00 -0.06 -1.18
C 0.25 -0.01 0.92
C -0.32 -1.29 -0.26
C 0.47 0.85 0.12
C 0.60 0.74 -0.85
C 0.78 -1.41 -0.61
C -0.13 -2.50 0.62
C 2.95 -2.91 1.21
C 2.88 2.15 0.05
C -0.21 1.83 -0.68
C -3.34 1.52 -1.04
C -0.51 -0.81 -0.68
C -0.06 1.15 -0.14
C 0.66 -0.36 0.65
Cl -0.17 1.70 -0.16
C -1.89 -1.94 -0.23
C 2.09 2.21 1.36
C 3.96 -0.64 -2.76
C -1.16 -3.20 -3.13
C -2.57 -0.52 0.49
N -4.81 1.17 4.15
C -0.49 1.46 1.98
C 2.50 -1.85 3.49
O -4.36 4.25 -6.20
C -3.67 1.13 -1.09
O 0.26 4.24 -0.29
C 0.96 1.19 -0.39
C 0.77 0.84 -1.11
C -0.81 0.08 -0.11
O 0.01 -0.19 -1.22
C 3.79 -0.58 1.64
C -3.46 0.93 1.49
O 7.60 -2.39 -2.81
H -0.97 -0.80 2.02
H -0.26 -0.60 -2.10
H -0.39 2.18 0.00
H -1.14 0.96 -1.71
H -0.90 1.51 1.78
H 0.61 -0.40 2.46
H 0.30 -1.35 -1.76
H 2.53 0.13 0.24
H -0.05 0.34 -2.45
H -1.25 -0.68 2.05
H 1.95 1.15 1.14
H -2.40 -0.13 0.51
H -0.19 -0.16 -2.42
H 1.97 0.32 -0.97
H 0.50 -0.16 2.48
H -2.02 -1.36 -0.55
H 0.54 0.95 -2.06
H 1.44 -0.12 2.35
H -2.38 -0.64 1.01
H 2.63 -1.02 0.75
H 0.17 2.54 0.87
H -2.24 -0.38 1.14
H -2.23 -1.43 0.06
H -0.14 -2.27 0.32
H -0.64 0.09 -2.71
H 2.03 1.10 -0.12
H 1.66 -0.79 -1.76
H -0.61 -1.99 -2.20
H -2.63 -1.33 -0.57
H 0.49 2.01 2.15
H 1.26 0.50 2.19
H 0.08 -2.56 0.32
H -0.28 2.28 1.00
H 2.15 -0.82 1.15
H -1.90 0.85 0.95
H -0.99 -2.13 -0.83
H -1.77 -0.56 -0.44
H 1.71 1.17 1.96
C -0.21 0.10 -0.46
C -1.37 -0.01 -0.78
C -0.50 -0.12 0.05
O 1.45 0.10 0.82
H 0.01 -0.07 0.21
H 0.14 -0.17 0.05
H 0.07 0.14 0.16
H 0.18 -0.14 -0.02
H 0.10 0.18 0.09
H 0.22 0.07 -0.10
C 0.15 0.51 0.40
C 0.24 1.36 0.37
C 0.27 0.18 0.42
O -0.24 -1.22 -0.49
H 0.03 -0.21 0.10
H -0.28 -0.14 0.11
H 0.29 -0.10 -0.12
H -0.20 -0.11 -0.08
H 0.10 -0.11 -0.13
H -0.13 -0.07 -0.19
C 0.00 0.05 -0.52
C 0.69 -0.51 -1.25
C 0.37 -0.31 -0.17
O -0.78 0.42 1.45
H 0.05 -0.08 0.22
H 0.08 0.15 0.16
H -0.16 -0.10 0.13
H 0.03 0.20 0.11
H -0.21 -0.06 0.08
H -0.19 0.17 0.00
C 0.34 -0.16 0.36
C 0.69 -1.35 0.66
C -0.02 -0.51 -0.05
O -0.69 1.30 -0.68
H -0.16 -0.01 -0.18
H -0.21 0.09 0.04
H 0.04 0.11 -0.20
H -0.16 0.13 0.09
H 0.09 0.15 -0.15
H 0.06 0.23 0.08
C 0.41 -0.07 0.29
C 0.50 0.17 1.42
C -0.12 0.17 0.46
O -0.72 -0.38 -1.81
H -0.23 0.06 -0.07
H -0.03 0.16 -0.16
H -0.14 -0.16 -0.08
H 0.04 0.13 -0.19
H -0.07 -0.19 -0.10
H 0.14 -0.10 -0.19

For the HOMO-LUMO gap, the calculation gives 0.263 Ha. The maximum force is 8.69 eV/Å. The energy relative to the best compared isomer or geometry (same formula, charge and spin) is 597.5 kcal per mole. The LUMO energy is -1.22 eV.

***

(2)
Molecular formula: H16O8
Method: DFT, wB97M-V/def2-TZVPD

Each line ends with the natural charge from an NBO analysis.
Geometry (Å):
O  -0.82225  -0.73192  0.09337  -0.99
H  -0.11325  -1.16392  0.49538  0.49
H  -0.43425  -0.53792  -0.77062  0.49
O  -3.23425  0.74808  0.31238  -0.93
H  -2.53425  0.10308  0.22138  0.48
H  -3.06825  1.29508  -0.41462  0.44
O  1.68875  -1.38892  1.50938  -0.97
H  2.19175  -0.75792  0.95838  0.50
H  2.34175  -1.93092  2.00438  0.50
O  0.83275  -0.19492  3.85537  -0.97
H  1.15375  -0.49892  2.98138  0.49
H  -0.10325  -0.07692  3.83138  0.46
O  -0.34925  1.65508  1.74638  -0.95
H  -0.72425  1.49008  2.65838  0.46
H  -0.49125  0.84408  1.26538  0.47
O  2.38775  -2.03292  -2.47062  -0.97
H  2.69675  -2.05192  -3.37762  0.47
H  1.54775  -1.53992  -2.42862  0.48
O  0.39375  -0.18392  -2.24262  -0.98
H  -0.32025  -0.26092  -2.95162  0.51
H  1.03475  0.50208  -2.52962  0.52
O  -1.11025  2.50708  -1.59462  -0.93
H  -2.04025  2.60108  -1.73662  0.46
H  -0.92425  1.60608  -1.41562  0.46

Atomic forces in eV per Å
O -1.54 1.05 -1.14
H 1.77 -1.53 1.66
H -0.14 0.14 -0.12
O -0.70 -1.04 1.26
H 0.35 -0.59 0.40
H 0.09 1.58 -1.46
O 0.79 -0.03 -0.08
H -0.09 -0.52 0.45
H -0.51 0.48 -0.65
O 1.35 -0.27 0.26
H -0.73 0.33 0.46
H -0.75 -0.13 -0.26
O -0.38 0.42 1.85
H 0.69 0.40 -1.74
H -0.35 -0.52 -0.30
O -0.04 -0.03 0.41
H -0.16 0.06 -0.12
H 0.51 -0.32 -0.29
O -1.04 0.43 -1.77
H 1.53 0.36 1.17
H -0.71 -0.40 0.12
O 0.74 1.33 -0.44
H -0.78 0.04 -0.11
H 0.10 -1.25 0.44

For the HOMO-LUMO gap, the calculation gives 0.370 Ha. The maximum force is 2.87 eV/Å. The energy relative to the best compared isomer or geometry (same formula, charge and spin) is 60.0 kcal per mole. The LUMO energy is -0.36 eV.